Entry 1:
C2H6O2 | ωB97M-V/def2-TZVPD

Results
HOMO-LUMO gap	10.22	eV
maximum force	1.33	eV Å⁻¹
lowest unoccupied orbital energy	0.96	eV
electronic energy	-6264.9553	eV

Element x y z (Å)
C: 2.72128 0.13194 -0.81804
C: 2.56137 1.04383 0.11318
O: 1.28084 1.45856 0.46461
H: 3.56442 -0.31590 -1.31926
H: 1.78023 -0.24191 -1.20811
H: 3.28629 1.62263 0.66732
H: 1.33724 1.75111 1.37555
H: -5.67309 -2.29154 -0.31014
H: -5.57720 -1.12217 0.50658
O: -5.28138 -2.03654 0.52832

---

Entry 2:
C26H27N5O3 | ωB97M-V/def2-TZVPD

Results
HOMO-LUMO gap	7.26	eV
maximum force	0.92	eV Å⁻¹
lowest unoccupied orbital energy	-0.09	eV
electronic energy	-40992.1042	eV

Element x y z (Å)
C: -7.00736 -1.36062 -1.82065
C: -5.86357 -0.74319 -1.59899
C: -4.56378 -1.44997 -1.36466
H: -4.70430 -2.52839 -1.27618
H: -3.86511 -1.22339 -2.17991
O: -3.96702 -1.03876 -0.12721
C: -3.19897 0.03453 -0.14787
O: -2.96756 0.70485 -1.11958
C: -2.60188 0.27220 1.24526
C: -2.87654 1.60040 1.72333
N: -3.15145 2.63192 2.13254
C: -1.12652 -0.11455 1.19716
N: -0.94498 -1.40185 1.17116
C: 0.29955 -1.90343 1.31128
C: 0.55097 -3.27682 1.16992
C: 1.80179 -3.76108 1.44387
C: 2.82321 -2.90305 1.88200
C: 2.60468 -1.56016 2.02658
C: 1.34259 -1.02637 1.70687
N: 1.14686 0.30044 1.70271
C: -0.01658 0.79040 1.31514
N: -0.10235 2.14369 1.15589
C: 1.11661 2.87945 1.43444
H: 0.83769 3.93219 1.51729
C: 2.14545 2.65408 0.29723
N: 1.47792 2.18322 -0.90271
C: 1.49662 0.82745 -1.23219
C: 0.35923 0.16035 -1.68653
C: 0.37379 -1.18674 -2.00215
C: 1.53645 -1.91339 -1.86846
C: 2.69575 -1.26641 -1.47185
C: 2.70355 0.08738 -1.18084
O: 3.83925 0.77669 -0.82778
C: 5.10430 0.16255 -0.93613
C: 5.57533 0.02023 -2.38082
H: 4.90719 -0.62601 -2.94430
H: 6.57706 -0.40063 -2.40070
H: 5.59066 0.99668 -2.85828
H: 5.11693 -0.80696 -0.42177
H: 5.77270 0.84122 -0.39710
H: 3.60301 -1.84394 -1.39531
H: 1.55918 -2.97122 -2.08039
H: -0.53728 -1.66276 -2.33340
H: -0.57623 0.68511 -1.78553
C: 0.27760 2.95429 -1.12314
C: -0.77168 2.71902 0.00466
H: -1.22746 3.66574 0.30937
H: -1.55981 2.06216 -0.34977
H: -0.14747 2.72056 -2.09882
H: 0.58057 4.00613 -1.13171
H: 2.87960 1.92108 0.61088
H: 2.65799 3.59426 0.06495
H: 1.52132 2.53760 2.38568
H: 3.38565 -0.88438 2.33947
H: 3.79742 -3.31701 2.10017
H: 2.01188 -4.81446 1.33047
H: -0.25128 -3.91944 0.84222
H: -3.09324 -0.44232 1.91839
H: -5.80183 0.33626 -1.57489
H: -7.91854 -0.81678 -1.99840
H: -7.07680 -2.43564 -1.84516

---

Entry 3:
C12H17N | ωB97M-V/def2-TZVPD

Results
HOMO-LUMO gap	8.69	eV
maximum force	2.08	eV Å⁻¹
lowest unoccupied orbital energy	0.96	eV
electronic energy	-14209.4274	eV

Element x y z (Å)
C: -1.60430 1.11314 -1.17599
C: -2.30273 1.09942 0.19578
C: -0.14347 1.48165 -1.11283
C: 0.45271 2.13970 -2.15244
C: 0.93477 1.06716 -0.25102
C: 2.13852 1.29681 -0.94901
C: 1.02956 0.48248 1.01834
C: 3.38773 0.95912 -0.42894
C: 2.24139 0.10472 1.56216
C: 3.39433 0.27516 0.77289
N: 1.83328 2.09317 -2.02774
H: -1.56155 0.10446 -1.59847
H: -2.18406 1.76060 -1.83005
H: -3.22578 0.54439 0.05017
H: 0.05538 2.64150 -3.02016
H: 2.48445 2.60381 -2.59443
H: 0.13127 0.27676 1.58871
H: 4.32519 1.09635 -0.94282
H: 2.36947 -0.24100 2.54784
H: 4.34734 -0.14608 1.07652
H: -2.61260 2.11474 0.46034
H: -1.63566 0.79144 0.99217
C: -1.87552 -2.18832 1.05563
C: -1.57509 -3.69813 0.89749
H: -0.98596 -1.68972 1.43141
H: -2.15161 -1.77502 0.09249
H: -2.59319 -2.07890 1.86655
H: -2.28652 -4.08971 0.18302
H: -1.78299 -4.21649 1.82702
H: -0.60439 -3.92322 0.46535

---

Entry 4:
C4H6S | ωB97M-V/def2-TZVPD

Results
HOMO-LUMO gap (spin up / spin down)	7.60 / 7.60	eV
maximum force	2.73	eV Å⁻¹
lowest unoccupied orbital energy (spin up / spin down)	-0.70 / -0.70	eV
electronic energy	-15073.9253	eV

Element x y z (Å)
C: -1.26219 0.31395 0.45827
C: 1.23064 0.41399 0.50651
C: -2.59552 0.03294 -0.03784
C: 2.63534 0.02475 0.07835
S: 0.07837 -0.57720 -0.12986
H: -3.46927 0.10849 0.69505
H: -2.84346 -0.85860 -0.56087
H: -2.67449 0.90151 -0.74186
H: 3.46895 0.60157 0.52029
H: 2.76969 0.21719 -0.99875
H: 2.66193 -1.17858 0.21072

---

Entry 5:
C5H12N2O | ωB97M-V/def2-TZVPD

Results
HOMO-LUMO gap	9.30	eV
maximum force	4.09	eV Å⁻¹
lowest unoccupied orbital energy	0.82	eV
electronic energy	-10406.2884	eV

Element x y z (Å)
C: -2.27132 1.03997 0.54188
N: -1.38909 -0.03152 0.13859
C: -1.47437 -0.59077 -1.14977
O: -2.42165 -0.40790 -1.88740
H: -0.78239 -0.42341 0.85371
H: -0.89374 -1.53314 -1.19655
H: -1.72622 1.98636 0.57610
H: -2.71895 0.84996 1.51822
H: -3.07079 1.10897 -0.19527
C: 1.91854 -1.31988 -0.39726
C: 1.37929 -0.04407 0.18564
N: 1.29709 1.02419 -0.77691
C: 1.21994 0.12142 1.50847
H: 1.03257 1.92400 -0.40510
H: 1.58223 0.86685 -1.73100
H: 2.97762 -1.20106 -0.62163
H: 1.75392 -2.15834 0.27407
H: 1.41801 -1.55333 -1.33861
H: 0.95629 1.07412 1.93915
H: 1.21299 -0.73244 2.16366

---

Entry 6:
C11H20IrN2S3Sb | ωB97M-V/def2-TZVPD

Results
spin multiplicity	5
HOMO-LUMO gap (spin up / spin down)	7.60 / 5.82	eV
maximum force	1.61	eV Å⁻¹
lowest unoccupied orbital energy (spin up / spin down)	-6.88 / -9.00	eV
charge	+2
electronic energy	-56577.1322	eV

Element x y z (Å)
Ir: 0.48451 -0.57118 1.05976
C: 3.90613 -0.97184 0.93799
C: 2.78207 -0.03184 1.23858
C: 2.15565 -0.06111 2.50287
C: 1.14375 0.86109 2.82714
C: 0.73263 1.82122 1.87376
C: 1.33208 1.86376 0.61494
C: 2.33581 0.92816 0.29511
H: 4.83924 -0.52741 1.29192
H: 4.00477 -1.15263 -0.13179
H: 3.77290 -1.92278 1.44835
H: 2.46482 -0.79820 3.23031
H: 0.66234 0.80886 3.79240
H: -0.03486 2.53654 2.14042
H: 1.04684 2.61541 -0.10651
H: 2.79453 0.94469 -0.68448
S: -0.26969 -4.27879 2.82495
Sb: -1.04841 -3.56689 0.79356
S: -1.64634 -1.31107 1.49936
S: 1.02170 -2.56301 0.04560
C: -1.17376 0.09815 -3.21515
C: -2.41534 0.96071 -2.96355
C: -3.61597 0.11004 -2.56952
C: -2.72739 1.85970 -4.15429
N: -2.09593 1.88958 -1.84327
N: -2.04749 1.48640 -0.58459
H: -1.39125 -0.59691 -4.02621
H: -0.90458 -0.47611 -2.32874
H: -0.32185 0.70980 -3.51762
H: -3.89765 -0.49752 -3.42851
H: -4.47639 0.72503 -2.30007
H: -3.38838 -0.58862 -1.75919
H: -2.94302 1.23678 -5.02045
H: -1.87426 2.49236 -4.41135
H: -3.59689 2.49004 -3.96342
H: -1.53244 2.70736 -2.05683
H: -2.68028 0.72620 -0.34025
H: -1.96081 2.22073 0.10736

---

Look up the maximum force of the second one. 0.92 eV Å⁻¹

---

Look up the electronic energy of the fourth one. -15073.9253 eV

---

What is the formula in the third record? C12H17N